No. 1
This record from the Open Molecules 2025 dataset describes a structure of composition C26H18Br4O4PPd in a non-equilibrium geometry. The level of theory is ωB97M-V with the def2-TZVPD basis set.

The value obtained for the HOMO-LUMO gap (spin up / spin down) is 5.19 / 5.18 eV. The highest occupied orbital energy (spin up / spin down) is -3.383 / -3.382 eV.

Structure (ORCA input):
```
! RIJCOSX wB97M-V def2-TZVPD def2/J DEFGRID3
* xyz -1 1
Pd -0.092 -0.413 0.909
Br -1.431 -5.690 -3.749
C -0.932 -4.026 -2.996
C -0.756 -2.916 -3.811
Br -1.048 -3.057 -5.676
C -0.405 -1.701 -3.241
Br -0.046 -0.182 -4.321
C -0.209 -1.532 -1.861
O 0.182 -0.421 -1.381
C -0.441 -2.694 -1.000
O -0.393 -2.606 0.271
C -0.746 -3.907 -1.628
Br -1.035 -5.364 -0.453
C 2.869 0.217 0.318
C 1.831 0.227 1.423
O 2.092 0.548 2.562
H 3.786 0.720 0.638
H 2.455 0.677 -0.580
H 3.094 -0.824 0.077
O -1.665 1.532 0.858
P -2.268 0.612 1.851
C -2.969 -0.926 1.151
C -3.451 -1.929 1.991
C -3.931 -3.114 1.471
C -3.966 -3.300 0.097
C -3.540 -2.286 -0.751
C -3.040 -1.103 -0.229
C -3.611 1.461 2.734
C -4.208 0.937 3.874
C -5.207 1.641 4.518
C -5.611 2.878 4.039
C -5.007 3.412 2.910
C -4.015 2.703 2.257
C -1.095 0.074 3.166
C -0.666 1.065 4.045
C 0.276 0.778 5.021
C 0.781 -0.504 5.140
C 0.338 -1.510 4.286
C -0.598 -1.235 3.301
H -3.430 -1.790 3.062
H -4.260 -3.899 2.139
H -4.317 -4.238 -0.306
H -3.586 -2.421 -1.825
H -2.686 -0.317 -0.887
H -3.879 -0.014 4.266
H -5.665 1.224 5.404
H -6.391 3.422 4.554
H -5.306 4.384 2.543
H -3.531 3.103 1.377
H -1.056 2.069 3.934
H 0.619 1.563 5.679
H 1.522 -0.731 5.895
H 0.724 -2.516 4.386
H -0.961 -2.049 2.673
*
```

Here are the Löwdin charges for atoms 1 to 4, given in e: atom 1 (Pd): 0.82, atom 2 (Br): 0.64, atom 3 (C): -0.79, atom 4 (C): -0.79

No. 2
This record from the Open Molecules 2025 dataset describes a structure of composition C26H18CaCl4F5N3O2Se. The level of theory is ωB97M-V with the def2-TZVPD basis set.

The value obtained for the HOMO-LUMO gap is 6.09 eV. The highest occupied orbital energy is -1.937 eV. The value obtained for the energy above the lowest of the compared OMol25 structures with the same formula, charge and spin is 8.6 kcal/mol.

Structure (ORCA input):
```
! RIJCOSX wB97M-V def2-TZVPD def2/J DEFGRID3
* xyz -2 1
Ca -0.551 -0.317 0.697
Cl -1.443 3.555 6.551
C -1.660 2.365 5.296
C -2.756 1.539 5.312
Cl -3.956 1.668 6.567
C -2.909 0.582 4.297
Cl -4.316 -0.445 4.256
C -1.973 0.424 3.278
O -2.110 -0.450 2.324
C -0.824 1.310 3.246
O 0.010 1.211 2.272
C -0.710 2.256 4.271
Cl 0.652 3.330 4.214
C 0.679 0.333 -2.504
N -0.351 -0.599 -2.071
C -1.611 -0.256 -2.714
C 0.023 -1.985 -2.423
C -0.307 -3.058 -1.400
C -0.324 -4.369 -1.873
C -0.577 -5.421 -1.008
C -0.824 -5.141 0.330
C -0.807 -3.823 0.769
C -0.539 -2.716 -0.060
H 0.841 0.286 -3.596
H 1.606 0.116 -1.988
H 0.374 1.353 -2.263
H -1.543 -0.368 -3.811
H -1.889 0.773 -2.493
H -2.406 -0.912 -2.354
H 1.096 -1.987 -2.638
H -0.481 -2.243 -3.369
H -0.139 -4.573 -2.926
H -0.585 -6.440 -1.380
H -1.031 -5.945 1.030
H -1.018 -3.657 1.823
N -4.032 0.552 0.617
C -3.442 1.669 0.111
C -4.193 2.809 -0.254
C -3.529 3.904 -0.744
C -2.136 3.881 -0.858
C -1.491 2.722 -0.484
N -2.116 1.626 -0.046
H -4.970 0.682 0.956
H -3.432 -0.022 1.234
H -5.266 2.804 -0.125
H -4.094 4.788 -1.019
H -1.570 4.731 -1.208
H -0.409 2.659 -0.522
F 8.538 0.807 -2.225
C 7.356 0.447 -1.688
C 6.177 0.625 -2.391
F 6.217 1.159 -3.626
C 4.967 0.257 -1.826
F 3.890 0.471 -2.599
C 4.842 -0.298 -0.553
Se 3.194 -0.832 0.261
C 6.058 -0.459 0.114
F 6.099 -0.980 1.349
C 7.285 -0.105 -0.422
F 8.414 -0.293 0.284
*
```

Here are the Löwdin charges for atoms 1 to 4, given in e: atom 1 (Ca): 1.31, atom 2 (Cl): 0.58, atom 3 (C): -0.73, atom 4 (C): -0.74

No. 3
This record from the Open Molecules 2025 dataset describes a structure of composition C26H18ClN3NiO6. The level of theory is ωB97M-V with the def2-TZVPD basis set.

The value obtained for the HOMO-LUMO gap (spin up / spin down) is 6.50 / 6.50 eV. The expectation value of S² is 2.005. The highest occupied orbital energy (spin up / spin down) is -7.777 / -7.753 eV. The value obtained for the energy above the lowest of the compared OMol25 structures with the same formula, charge and spin is 0.0 kcal/mol.

Structure (ORCA input):
```
! RIJCOSX wB97M-V def2-TZVPD def2/J DEFGRID3
* xyz 0 3
Ni 0.011 0.010 -0.218
O -5.775 -0.059 4.645
C -4.579 -0.182 5.256
O -4.519 -0.413 6.430
C -3.367 -0.046 4.388
C -2.209 -0.702 4.794
C -1.068 -0.639 4.017
C -1.076 0.106 2.840
C -2.224 0.775 2.431
C -3.363 0.696 3.212
N 0.053 0.152 1.988
C 1.219 0.259 2.472
C 2.377 0.226 1.566
C 3.679 0.335 2.028
C 4.713 0.281 1.104
C 4.411 0.126 -0.237
C 3.078 0.030 -0.617
N 2.090 0.074 0.268
H -5.668 -0.036 3.685
H -2.231 -1.276 5.710
H -0.186 -1.202 4.299
H -2.221 1.316 1.497
H -4.246 1.234 2.886
H 1.406 0.383 3.540
H 3.874 0.460 3.084
H 5.741 0.362 1.431
H 5.188 0.083 -0.987
H 2.767 -0.082 -1.649
Cl -0.484 4.083 -6.214
C -0.212 2.890 -4.977
C 0.141 1.580 -5.349
C 0.360 0.624 -4.400
C 0.234 0.898 -3.004
O 0.455 -0.041 -2.163
C -0.116 2.240 -2.653
C -0.221 2.701 -1.304
O -0.091 2.055 -0.258
C -0.332 3.210 -3.660
H 0.234 1.339 -6.401
H 0.624 -0.388 -4.680
H -0.429 3.778 -1.199
H -0.596 4.219 -3.368
O -3.696 -1.523 -0.156
C -2.510 -1.247 -0.254
O -1.980 -0.092 -0.361
C -1.505 -2.402 -0.178
C -1.925 -3.723 -0.163
C -0.971 -4.723 -0.112
C 0.373 -4.373 -0.074
C 0.707 -3.032 -0.086
N -0.213 -2.070 -0.134
H -2.987 -3.920 -0.196
H -1.267 -5.764 -0.105
H 1.149 -5.124 -0.038
H 1.741 -2.709 -0.059
*
```

Here are the Löwdin charges for atoms 1 to 4, given in e: atom 1 (Ni): 0.60, atom 2 (O): 0.12, atom 3 (C): -0.48, atom 4 (O): 0.12

No. 4
This record from the Open Molecules 2025 dataset describes a structure of composition C26H18I2N4O3SeTl. The level of theory is ωB97M-V with the def2-TZVPD basis set.

The value obtained for the HOMO-LUMO gap is 7.04 eV. The highest occupied orbital energy is -5.016 eV.

Structure (ORCA input):
```
! RIJCOSX wB97M-V def2-TZVPD def2/J DEFGRID3
* xyz -1 1
Tl -0.304 -0.176 0.274
O -2.590 -0.083 0.526
C -3.436 0.552 -0.200
C -4.722 -0.013 -0.439
C -5.673 0.639 -1.178
C -5.428 1.902 -1.741
C -4.198 2.474 -1.529
C -3.193 1.834 -0.782
C -1.946 2.541 -0.638
N -0.870 2.106 -0.106
C 0.321 2.940 -0.134
C 1.215 2.550 1.035
N 1.519 1.136 0.934
C 2.682 0.706 1.229
C 3.174 -0.650 1.204
C 4.481 -0.816 1.705
C 5.107 -2.034 1.762
C 4.402 -3.154 1.292
C 3.136 -3.035 0.789
C 2.458 -1.782 0.710
O 1.285 -1.767 0.185
H -4.919 -0.980 0.007
H -6.640 0.170 -1.327
H -6.185 2.409 -2.323
H -3.974 3.450 -1.950
H -1.941 3.557 -1.055
H 0.059 4.002 -0.075
H 0.853 2.749 -1.069
H 0.680 2.728 1.974
H 2.130 3.152 1.036
H 3.426 1.444 1.556
H 5.001 0.069 2.060
H 6.109 -2.129 2.157
H 4.867 -4.133 1.325
H 2.591 -3.896 0.422
I 1.935 1.595 -4.464
C 0.606 0.024 -4.158
C 0.140 -0.707 -5.259
C -0.756 -1.731 -5.108
I -1.393 -2.760 -6.809
C -1.235 -2.066 -3.814
C -2.180 -3.079 -3.535
C -2.597 -3.302 -2.254
C -2.070 -2.513 -1.219
N -1.178 -1.584 -1.456
C -0.750 -1.333 -2.710
C 0.210 -0.242 -2.847
O 0.614 0.401 -1.828
H 0.497 -0.444 -6.246
H -2.575 -3.669 -4.352
H -3.327 -4.066 -2.025
H -2.389 -2.633 -0.191
Se -2.437 -1.667 4.503
C -1.302 -1.138 3.230
N -0.528 -0.784 2.429
*
```

Here are the Löwdin charges for atoms 1 to 4, given in e: atom 1 (Tl): 1.00, atom 2 (O): -0.15, atom 3 (C): -0.36, atom 4 (C): -0.02